10
Properties=species:S:1:pos:R:3:forces:R:3 method="wB97M-V/def2-TZVPD" smiles="[H]/N=C/n1nnoc1=O" e_lumo_ev=-0.15 e_tot_ev=-12158.9824 e_above_lowest_kj_mol=363.2 homo_lumo_gap_ev=10.56
C 1.18238 -0.16598 -0.15796 1.067 1.899 0.184
C -1.24625 -0.79345 0.12386 -0.761 -0.072 -1.573
H 3.01943 0.38193 -0.44061 -2.106 0.658 1.369
H 1.25002 -1.21448 -0.33506 0.633 -0.800 -0.415
N 2.06834 0.76349 -0.05957 0.597 -2.398 -1.641
N -0.17985 0.13230 -0.00858 -0.297 -0.953 0.898
N -0.59205 1.38686 0.21543 -1.658 0.709 -0.016
N -1.83837 1.39462 0.41242 1.983 -0.368 0.111
O -2.28184 0.08802 0.40825 -0.303 -1.204 -0.085
O -1.38182 -1.97331 -0.15818 0.843 2.529 1.169